[1]
A structure of composition C31H38N6O8P2SSc. Source: the Open Molecules 2025 dataset; level of theory: ωB97M-V/def2-TZVPD.

Positions of all 87 atoms, in Å:
Sc: -0.55 0.20 -0.45
S: 7.24 5.61 2.55
P: -3.03 -0.37 1.85
P: -3.73 -0.82 -0.82
O: -4.76 -0.49 -2.00
O: -3.93 -2.18 -0.26
O: -2.97 0.56 3.13
O: -3.67 -1.71 2.34
O: -1.65 -0.49 1.29
O: -3.44 1.65 0.32
O: -2.38 -0.37 -1.35
O: 9.54 4.47 2.38
N: 1.00 -0.03 2.02
N: -1.62 4.11 -0.86
N: -0.10 -1.95 -1.53
N: 0.03 1.42 -2.19
N: 1.86 -0.42 -0.53
N: -0.44 2.23 0.82
C: 5.64 4.93 2.18
C: 0.77 2.82 1.08
C: 0.02 4.15 -2.68
C: -1.17 2.06 -2.21
C: 2.77 0.25 0.42
C: 4.87 4.36 3.19
C: 1.14 -3.99 -1.34
C: 2.73 0.12 4.19
C: 1.17 2.06 -2.24
C: 0.54 -0.10 3.27
C: 3.62 3.83 2.91
C: 3.11 3.88 1.61
C: 1.94 -1.87 -0.26
C: 1.83 3.32 1.31
C: 1.17 3.46 -2.60
C: 0.22 -4.65 -2.14
C: -0.97 -2.60 -2.33
C: 8.37 4.27 2.20
C: -1.27 3.56 -2.22
C: -5.52 0.53 0.88
C: 0.95 -2.64 -1.08
C: 3.88 4.48 0.60
C: -0.84 -3.93 -2.66
C: -4.05 0.38 0.54
C: 7.82 2.95 1.71
C: 2.47 1.30 -2.28
C: 2.31 0.11 1.84
C: 5.13 5.00 0.89
C: 3.21 0.18 2.89
C: 1.36 -0.02 4.38
C: 2.37 -0.16 -1.90
H: 3.23 1.82 -1.69
H: -5.96 -0.44 1.14
H: 2.80 1.31 0.19
H: -1.56 -4.39 -3.31
H: -1.19 5.02 -0.73
H: 1.77 -2.04 0.80
H: 8.64 2.24 1.69
H: -2.07 3.87 -2.90
H: 0.34 -5.70 -2.36
H: -0.52 -0.22 3.38
H: -1.98 1.46 -2.60
H: 3.48 4.54 -0.40
H: 2.85 1.33 -3.31
H: 0.02 5.16 -3.09
H: 5.71 5.47 0.11
H: -5.65 1.22 1.72
H: -6.05 0.94 0.02
H: 7.02 2.60 2.36
H: 0.94 -0.07 5.37
H: -3.87 -2.25 1.53
H: -1.03 2.92 0.26
H: -5.49 -1.12 -2.03
H: 3.78 -0.15 0.31
H: 3.02 3.39 3.70
H: 2.96 -2.22 -0.49
H: 7.40 3.07 0.71
H: 3.36 -0.62 -1.99
H: 5.26 4.33 4.20
H: 4.27 0.29 2.69
H: -2.62 4.24 -0.78
H: -1.78 -2.00 -2.71
H: 1.71 -0.67 -2.60
H: 2.11 3.91 -2.90
H: -3.02 1.67 -0.56
H: -0.92 2.01 1.69
H: -3.77 0.59 3.67
H: 2.01 -4.50 -0.93
H: 3.40 0.18 5.03

**Energy relative to the best compared isomer or geometry (same formula, charge and spin)**: 68.8 kJ/mol
**Total energy**: -108201.490 eV
**Kohn-Sham gap**: 7.10 eV
**Net charge**: +1

***

[2]
An isolated molecule of C5H8O in a non-equilibrium geometry. Source: the Open Molecules 2025 dataset; level of theory: ωB97M-V/def2-TZVPD.

Positions of all 14 atoms, in Å:
O: 0.68 -2.12 0.18
C: 0.18 -0.92 -0.39
C: 0.12 0.21 0.62
C: 1.09 -0.60 -1.57
C: -0.87 1.02 0.81
C: -1.81 1.85 1.12
H: 0.88 0.75 1.25
H: -0.84 -1.09 -0.78
H: 1.14 -1.45 -2.24
H: -2.59 1.57 1.82
H: 0.71 0.27 -2.12
H: -1.88 2.84 0.69
H: 2.10 -0.38 -1.20
H: 0.25 -2.22 1.04

**Energy relative to the best compared isomer or geometry (same formula, charge and spin)**: 226.9 kJ/mol
**Total energy**: -7359.903 eV
**Kohn-Sham gap**: 10.48 eV
**SMILES**: C=C=C[C@@H](C)O

***

[3]
An isolated molecule of C7H10O2. Source: the Open Molecules 2025 dataset; level of theory: ωB97M-V/def2-TZVPD.

Positions of all 19 atoms, in Å:
O: -1.04 -0.10 -1.65
O: -0.06 -0.25 1.79
C: 0.05 -0.43 0.44
C: 0.41 1.59 -0.82
C: -0.61 0.59 -0.48
C: -1.81 1.30 0.17
C: 1.25 2.39 -1.09
C: 0.77 -1.43 -0.07
C: 1.46 -2.47 0.76
H: -0.67 0.46 1.98
H: -1.49 2.00 0.94
H: 1.98 3.10 -1.34
H: 2.52 -2.51 0.50
H: -1.13 0.53 -2.37
H: -2.50 0.57 0.59
H: 1.03 -3.45 0.56
H: 1.35 -2.24 1.81
H: 0.83 -1.53 -1.14
H: -2.34 1.87 -0.59

**Energy relative to the best compared isomer or geometry (same formula, charge and spin)**: 237.4 kJ/mol
**Total energy**: -11513.396 eV
**Kohn-Sham gap**: 9.10 eV
**SMILES**: C#C[C@@](C)(O)/C(O)=C/C

***

[4]
An isolated molecule of C12H20N2OSi in a non-equilibrium geometry. Source: the Open Molecules 2025 dataset; level of theory: ωB97M-V/def2-TZVPD.

Positions of all 36 atoms, in Å:
Si: -0.45 -1.63 1.23
O: -2.75 3.34 -0.70
N: -0.99 1.81 -0.65
N: 4.15 -0.74 1.49
C: 3.24 0.13 1.92
C: 2.35 -2.18 0.82
C: -0.06 -0.24 -1.69
C: -1.04 -2.31 -0.43
C: 1.90 -0.14 1.82
C: -1.30 0.66 -1.52
C: -0.08 2.78 -1.26
C: 3.66 -1.84 0.95
C: -2.16 2.43 -0.12
C: -0.34 -1.75 -1.68
C: -2.69 1.96 1.21
C: 1.39 -1.29 1.29
H: 4.39 -2.56 0.59
H: -3.59 2.52 1.44
H: 2.05 -3.11 0.37
H: -1.98 2.14 2.02
H: 3.58 1.04 2.37
H: -2.13 -2.21 -0.46
H: -1.68 1.00 -2.48
H: -0.87 -3.39 -0.40
H: 0.33 -0.02 -2.68
H: -0.58 3.66 -1.65
H: -1.13 -0.36 1.51
H: 0.73 0.05 -1.01
H: 0.52 2.34 -2.06
H: 1.20 0.61 2.18
H: 0.59 -2.30 -1.82
H: -2.98 0.92 1.15
H: 0.62 3.12 -0.50
H: -0.96 -1.97 -2.55
H: -2.09 0.10 -1.02
H: -0.82 -2.59 2.29

**Total energy**: -25673.088 eV
**Kohn-Sham gap**: 9.73 eV
**SMILES**: CC(=O)N(C)CCCC[SiH2]c1ccncc1

***

[5]
A cluster of 2 separate species, C4H6N2O3S in total in a non-equilibrium geometry. Source: the Open Molecules 2025 dataset; level of theory: ωB97M-V/def2-TZVPD.

Positions of all 16 atoms, in Å:
S: -1.40 2.71 0.40
O: -0.21 -2.00 -1.49
O: 0.86 2.05 1.92
O: -1.56 -1.14 1.65
N: -0.99 -2.01 -0.40
N: -1.50 2.20 2.24
C: 1.00 -1.56 -1.25
C: -0.26 2.24 1.67
C: 1.06 0.02 -1.22
C: -1.21 -1.36 0.57
H: 0.92 0.40 -2.31
H: 1.52 -1.86 -2.11
H: 0.30 0.40 -0.69
H: -2.07 1.42 2.33
H: 1.44 -1.94 -0.25
H: 2.10 0.44 -1.07

**Energy relative to the best compared isomer or geometry (same formula, charge and spin)**: 404.2 kJ/mol
**Total energy**: -24197.788 eV
**Kohn-Sham gap**: 9.30 eV
**SMILES**: CCON=C=O.O=C1NS1

***

[6]
A cluster of 6 separate species, C37H36FN7O4 in total in a non-equilibrium geometry. Source: the Open Molecules 2025 dataset; level of theory: ωB97M-V/def2-TZVPD.

Positions of all 85 atoms, in Å:
F: 4.02 2.38 -0.70
O: -0.11 5.14 -0.56
O: -0.70 6.20 -2.28
O: -1.36 -0.16 0.29
O: 3.50 -0.38 -0.12
N: -1.45 -3.01 -8.00
N: -0.80 5.14 -1.81
N: -2.71 -3.20 3.40
N: -3.59 0.71 2.48
N: 3.41 2.17 2.55
N: -2.53 -2.95 -4.92
N: 4.86 5.51 5.14
C: 6.21 6.93 6.17
C: 2.58 1.38 4.45
C: -0.82 -4.19 -3.57
C: -1.69 -4.10 3.44
C: -3.90 0.39 3.77
C: -5.40 1.88 3.00
C: 2.30 2.77 4.38
C: 2.03 3.84 -0.61
C: 2.32 -2.12 -2.33
C: 3.26 1.04 3.31
C: 5.98 5.60 5.92
C: 1.45 -3.09 -3.01
C: -0.95 -4.28 -8.16
C: 1.83 1.35 -0.59
C: -0.40 0.04 -0.41
C: 2.83 3.23 3.20
C: -3.62 -5.16 3.90
C: 2.66 2.53 -0.64
C: -4.49 1.63 2.01
C: -0.61 -3.10 -10.04
C: -1.24 -2.29 -9.14
C: -5.03 1.09 4.12
C: -0.29 2.71 -0.45
C: -2.22 -5.33 3.75
C: -0.66 -2.04 -2.00
C: -0.42 -4.36 -9.43
C: -3.48 -4.38 -3.16
C: -3.89 -3.83 3.68
C: -0.02 -3.06 -2.82
C: 2.47 -0.06 -0.65
C: 0.20 -1.08 -1.33
C: 5.19 7.67 5.52
C: -2.29 -3.76 -3.95
C: 4.37 6.76 4.89
C: 0.36 1.40 -0.48
C: 0.58 3.90 -0.55
C: 1.67 -1.13 -1.47
H: 5.07 8.74 5.52
H: -4.05 -3.61 -2.57
H: -5.52 1.05 5.08
H: 3.66 0.10 2.97
H: -0.93 -5.02 -2.81
H: -1.66 -6.25 3.85
H: -3.31 -0.32 4.32
H: 2.64 4.78 -0.68
H: -0.67 -3.79 3.25
H: -4.17 -4.94 -3.85
H: 4.45 4.65 4.80
H: -1.90 -2.67 -7.16
H: -0.25 -4.64 -4.42
H: 7.03 7.32 6.76
H: 1.78 3.36 5.11
H: -1.01 -5.00 -7.37
H: 3.87 2.22 1.66
H: -6.23 2.56 2.94
H: -4.41 2.02 1.00
H: -4.82 -3.29 3.71
H: -1.61 -2.69 -5.32
H: -1.76 -2.03 -1.90
H: 3.43 -2.13 -2.43
H: -4.34 -5.92 4.14
H: 3.49 6.90 4.29
H: -1.56 -1.26 -9.20
H: -0.31 -2.81 -11.04
H: 2.84 4.22 2.76
H: 6.52 4.71 6.22
H: 2.31 0.70 5.25
H: -2.62 -2.22 3.20
H: -1.40 2.78 -0.37
H: 1.95 -3.86 -3.65
H: 0.04 -5.23 -9.86
H: -2.81 0.34 1.96
H: -3.13 -5.14 -2.41

**Total energy**: -60284.435 eV
**Kohn-Sham gap**: 6.58 eV
**SMILES**: [H]/N=C(/C)Cc1ccc2c(c1)C(=O)c1cc(ON=O)cc(F)c1C2=O.c1cc[nH]c1.c1cc[nH]c1.c1cc[nH]c1.c1cc[nH]c1.c1cc[nH]c1

***

Question: Among the records above, which one has the highest total energy?
Answer: C5H8O

***

Question: The lowest Kohn-Sham gap belongs to which entry?
Answer: C37H36FN7O4

***

Repeat the second record exactly.
An isolated molecule of C5H8O in a non-equilibrium geometry. Source: the Open Molecules 2025 dataset; level of theory: ωB97M-V/def2-TZVPD.

Positions of all 14 atoms, in Å:
O: 0.68 -2.12 0.18
C: 0.18 -0.92 -0.39
C: 0.12 0.21 0.62
C: 1.09 -0.60 -1.57
C: -0.87 1.02 0.81
C: -1.81 1.85 1.12
H: 0.88 0.75 1.25
H: -0.84 -1.09 -0.78
H: 1.14 -1.45 -2.24
H: -2.59 1.57 1.82
H: 0.71 0.27 -2.12
H: -1.88 2.84 0.69
H: 2.10 -0.38 -1.20
H: 0.25 -2.22 1.04

**Energy relative to the best compared isomer or geometry (same formula, charge and spin)**: 226.9 kJ/mol
**Total energy**: -7359.903 eV
**Kohn-Sham gap**: 10.48 eV
**SMILES**: C=C=C[C@@H](C)O